A single C2H4OS molecule at a distorted geometry. Source: the Open Molecules 2025 dataset; level of theory: ωB97M-V/def2-TZVPD.

Properties
**Frontier orbital gap (alpha / beta)**: 7.288 / 8.357 eV
**Strongest force on any atom**: 0.0663 Eh/bohr
**Molar mass**: 76.12 g/mol
**Energy above the lowest of the compared OMol25 structures with the same formula, charge and spin**: 329.2 kJ/mol

The geometry in XYZ format:
```
8
Properties=species:S:1:pos:R:3:forces:R:3:nbo_charge:R:1
C -0.252675 -0.021230 -0.620612 0.6 0.5 -0.6 -0.602
C -0.677364 -0.827483 0.540501 -0.1 2.8 -1.9 -0.323
O 1.513971 1.819464 0.609147 0.3 -0.3 -0.1 -0.787
S 1.601996 0.502983 -0.088590 -1.8 0.5 0.1 0.875
H 0.080588 -0.533408 -1.534854 -0.7 -0.1 0.2 0.215
H -0.936960 0.876801 -0.858036 1.5 -1.3 0.4 0.241
H -1.214221 -0.148292 1.173297 -0.2 -0.7 1.1 0.193
H -0.115335 -1.668836 0.779147 0.4 -1.4 0.8 0.187
```
Positions in Å, forces in eV/Å.

2 unconnected molecules or ions with the total composition C2H4OS at a distorted geometry. Source: the Open Molecules 2025 dataset; level of theory: ωB97M-V/def2-TZVPD.

Properties
**Frontier orbital gap (alpha / beta)**: 7.011 / 7.010 eV
**Strongest force on any atom**: 0.0820 Eh/bohr
**Molar mass**: 76.12 g/mol
**Energy above the lowest of the compared OMol25 structures with the same formula, charge and spin**: 338.5 kJ/mol

The geometry in XYZ format:
```
8
Properties=species:S:1:pos:R:3:forces:R:3:nbo_charge:R:1
C -0.861215 -0.538158 -0.016203 -1.0 -0.8 -0.3 0.293
C -0.521309 0.844752 -0.216336 3.8 -0.2 1.8 -0.213
O -1.411337 -1.151935 -0.920157 0.5 0.0 1.1 -0.513
S 2.009097 -0.321152 -0.267332 -2.0 1.2 -0.5 -0.259
H -0.593557 -0.908509 0.986495 -0.5 -0.6 -0.1 0.131
H -0.287584 1.015165 -1.220076 -0.4 1.2 -1.5 0.220
H -0.345470 1.580357 0.619391 -0.4 -0.8 -1.2 0.233
H 2.011378 -0.520523 1.034215 0.0 -0.1 0.7 0.108
```
Positions in Å, forces in eV/Å.

A single C2H4OS2 molecule at a distorted geometry. Source: the Open Molecules 2025 dataset; level of theory: ωB97M-V/def2-TZVPD.

Properties
**Frontier orbital gap**: 9.240 eV
**Strongest force on any atom**: 0.0509 Eh/bohr
**Molar mass**: 108.19 g/mol
**SMILES**: OC(=S)CS
**Energy above the lowest of the compared OMol25 structures with the same formula, charge and spin**: 19.0 kJ/mol

The geometry in XYZ format:
```
9
Properties=species:S:1:pos:R:3:forces:R:3:nbo_charge:R:1
O -1.003702 -1.115089 0.216254 -2.0 -1.3 0.4 -0.657
C -0.869714 0.110537 -0.231124 2.4 0.9 -0.3 0.211
S -1.900646 0.909373 -1.160884 -0.8 0.3 -0.2 -0.068
C 0.550643 0.695369 0.135520 -0.7 -0.1 0.2 -0.605
S 1.976780 -0.315747 -0.337666 0.2 0.5 -0.9 -0.004
H -1.948748 -1.456882 0.031377 2.0 0.9 0.2 0.509
H 0.615094 0.821049 1.228705 -0.3 0.2 -0.4 0.239
H 0.746213 1.667979 -0.376837 -0.6 -0.8 0.5 0.257
H 1.834081 -1.316588 0.494656 -0.3 -0.6 0.6 0.119
```
Positions in Å, forces in eV/Å.

A molecular structure, C2H4OS2 at a distorted geometry. Source: the Open Molecules 2025 dataset; level of theory: ωB97M-V/def2-TZVPD.

Properties
**Frontier orbital gap**: 9.054 eV
**Strongest force on any atom**: 0.1088 Eh/bohr
**Molar mass**: 108.19 g/mol
**Energy above the lowest of the compared OMol25 structures with the same formula, charge and spin**: 269.8 kJ/mol

The geometry in XYZ format:
```
9
Properties=species:S:1:pos:R:3:forces:R:3:nbo_charge:R:1
C 0.416025 -0.516110 -0.021672 3.4 0.0 -3.4 -0.593
C -0.597784 0.641267 -0.105403 -1.4 -3.6 0.7 0.443
H 1.369950 1.570349 -0.270901 2.5 -2.6 0.7 0.232
H 0.454115 -1.300905 -0.887012 -0.6 1.9 1.1 0.265
H 0.188013 -1.129276 0.791060 0.1 -0.5 1.9 0.218
H -1.472497 -1.212655 0.493861 -3.0 2.1 -1.2 0.165
O -0.393350 1.776044 0.058825 1.4 3.1 -0.5 -0.511
S 2.335615 0.154690 -0.011960 -5.0 2.4 -0.4 -0.200
S -2.300091 0.016594 -0.046799 2.6 -2.9 1.1 -0.021
```
Positions in Å, forces in eV/Å.

2 unconnected molecules or ions with the total composition C2H4OS2 at a distorted geometry. Source: the Open Molecules 2025 dataset; level of theory: ωB97M-V/def2-TZVPD.

Properties
**Frontier orbital gap (alpha / beta)**: 8.809 / 5.748 eV
**Strongest force on any atom**: 0.0275 Eh/bohr
**Molar mass**: 108.19 g/mol
**Energy above the lowest of the compared OMol25 structures with the same formula, charge and spin**: 415.7 kJ/mol

The geometry in XYZ format:
```
9
Properties=species:S:1:pos:R:3:forces:R:3:nbo_charge:R:1
C 0.433038 -1.094614 0.498542 -0.5 -0.8 -0.2 -0.134
C 0.510757 0.040481 -0.388095 -1.3 0.3 0.5 0.112
O 1.234849 0.067949 0.732930 0.8 0.7 0.2 -0.432
S 0.888421 0.394156 -2.007085 0.1 -0.1 -0.3 0.131
S -2.196278 1.627958 0.504956 0.8 0.0 -0.3 -0.313
H -0.428965 -1.202509 1.141902 0.0 0.1 0.0 0.207
H 0.994129 -2.001358 0.294776 0.1 0.1 0.0 0.190
H 1.489814 1.554815 -1.735547 0.1 0.2 0.0 0.147
H -2.925765 0.613123 0.957621 -0.1 -0.3 0.1 0.091
```
Positions in Å, forces in eV/Å.

A single C2H4OS2 molecule at a distorted geometry. Source: the Open Molecules 2025 dataset; level of theory: ωB97M-V/def2-TZVPD.

Properties
**<S²>**: 2.0097
**Frontier orbital gap (alpha / beta)**: 5.232 / 6.454 eV
**Strongest force on any atom**: 0.1293 Eh/bohr
**Molar mass**: 108.19 g/mol
**Energy above the lowest of the compared OMol25 structures with the same formula, charge and spin**: 461.0 kJ/mol
**Multiplicity**: 3

The geometry in XYZ format:
```
9
Properties=species:S:1:pos:R:3:forces:R:3:nbo_charge:R:1
C 0.676653 -0.183236 0.066278 4.3 -2.2 -0.9 -0.503
C -0.347090 0.246260 0.721770 -2.8 2.1 -1.8 -0.452
O -2.365885 1.802342 0.147111 -0.9 -0.9 -0.7 -0.913
S -3.257024 -1.000831 0.005115 -3.8 -2.9 -0.5 0.005
S -1.966130 0.414124 -0.140905 5.5 3.4 1.7 1.116
H 1.465387 -0.110856 0.810235 0.9 -0.6 -0.6 0.214
H 1.010002 -0.625909 -0.918003 -1.2 0.9 1.0 0.228
H -0.175291 0.609460 1.694644 -0.9 0.3 1.2 0.234
H -1.324642 0.226218 -1.370084 -1.0 -0.1 0.5 0.072
```
Positions in Å, forces in eV/Å.

A single C2H4P2 molecule at a distorted geometry. Source: the Open Molecules 2025 dataset; level of theory: ωB97M-V/def2-TZVPD.

Properties
**Frontier orbital gap**: 8.223 eV
**Strongest force on any atom**: 0.0853 Eh/bohr
**Molar mass**: 90.00 g/mol
**SMILES**: [H]/P=C/C=P/[H]
**Energy above the lowest of the compared OMol25 structures with the same formula, charge and spin**: 207.6 kJ/mol

The geometry in XYZ format:
```
8
Properties=species:S:1:pos:R:3:forces:R:3:nbo_charge:R:1
H 3.015686 0.855700 -0.203569 1.4 2.4 -0.6 -0.069
P 2.265737 -0.126798 0.254165 -2.1 -2.0 0.7 0.472
C 0.740747 0.545617 0.091001 -3.0 -2.9 -1.3 -0.611
C -0.585980 -0.511616 0.008970 0.7 1.2 1.2 -0.627
P -2.095329 0.199401 0.264350 0.3 0.4 -0.5 0.410
H -3.084596 -0.822090 -0.049345 0.9 0.0 0.3 -0.045
H 0.335985 1.492623 -0.305280 0.8 -0.2 0.5 0.231
H -0.592250 -1.632835 -0.060292 1.0 1.3 -0.2 0.238
```
Positions in Å, forces in eV/Å.

A single C2H4P2S molecule at a distorted geometry. Source: the Open Molecules 2025 dataset; level of theory: ωB97M-V/def2-TZVPD.

Properties
**Frontier orbital gap (alpha / beta)**: 6.399 / 6.401 eV
**Strongest force on any atom**: 0.0260 Eh/bohr
**Molar mass**: 122.07 g/mol
**Energy above the lowest of the compared OMol25 structures with the same formula, charge and spin**: 219.7 kJ/mol

The geometry in XYZ format:
```
9
Properties=species:S:1:pos:R:3:forces:R:3:nbo_charge:R:1
C 0.816551 0.638773 0.110593 0.4 -0.1 0.2 -0.687
C 0.863311 -0.721657 -0.115041 -1.3 0.1 0.1 -0.109
P -1.021276 1.672785 -0.051978 -0.6 -0.4 0.1 0.064
P -2.541669 0.331558 0.040813 0.8 -0.1 -0.1 0.263
S -2.126287 -1.595372 -0.001479 0.5 0.6 0.0 -0.473
H 1.096976 0.965501 1.105558 0.0 0.0 0.0 0.248
H 1.198613 1.271627 -0.686767 0.0 0.0 -0.2 0.270
H 0.798321 -1.139476 -1.102384 0.2 0.0 -0.3 0.211
H 0.915462 -1.423739 0.700683 0.1 -0.1 0.1 0.214
```
Positions in Å, forces in eV/Å.

2 unconnected molecules or ions with the total composition C2H4P2S at a distorted geometry. Source: the Open Molecules 2025 dataset; level of theory: ωB97M-V/def2-TZVPD.

Properties
**Frontier orbital gap (alpha / beta)**: 6.408 / 5.931 eV
**Strongest force on any atom**: 0.0492 Eh/bohr
**Molar mass**: 122.07 g/mol
**Energy above the lowest of the compared OMol25 structures with the same formula, charge and spin**: 427.9 kJ/mol

The geometry in XYZ format:
```
9
Properties=species:S:1:pos:R:3:forces:R:3:nbo_charge:R:1
C -0.059427 0.696464 0.417555 -0.6 0.5 -0.4 -0.360
C 0.081836 -0.493296 -0.412736 -0.6 1.1 -0.8 -0.789
P 0.188473 2.296408 0.544966 -1.2 0.5 1.4 0.380
P -1.264241 -0.822599 2.964267 0.5 -1.2 -1.2 0.372
S -0.907545 -2.484189 2.022367 -0.5 1.2 1.2 -0.325
H 1.126943 -0.632703 -0.595898 0.9 -0.7 0.4 0.239
H -0.263415 -0.326751 -1.529513 -0.3 -0.6 2.4 0.248
H -0.369940 -1.247502 0.290588 0.3 -0.4 -1.8 0.255
H -0.821511 2.601135 1.692643 1.3 -0.4 -1.2 -0.020
```
Positions in Å, forces in eV/Å.

2 unconnected molecules or ions with the total composition C2H4S2 at a distorted geometry. Source: the Open Molecules 2025 dataset; level of theory: ωB97M-V/def2-TZVPD.

Properties
**Frontier orbital gap (alpha / beta)**: 8.369 / 8.370 eV
**Strongest force on any atom**: 0.0813 Eh/bohr
**Molar mass**: 92.19 g/mol
**Energy above the lowest of the compared OMol25 structures with the same formula, charge and spin**: 421.8 kJ/mol

The geometry in XYZ format:
```
8
Properties=species:S:1:pos:R:3:forces:R:3:nbo_charge:R:1
C 0.522551 0.177995 0.944918 0.1 1.7 0.0 -0.554
C 0.045051 -0.275067 -0.396662 3.7 0.0 -1.9 -0.402
S 0.159416 -1.580270 0.732194 -1.0 -0.5 0.3 0.238
S -1.240923 0.154027 -1.477363 -1.6 0.8 0.7 0.072
H 1.599991 0.215978 1.254102 -1.1 0.7 -0.9 0.250
H -0.137485 1.020973 1.349622 0.7 -1.8 0.2 0.231
H 1.380569 -0.128960 -1.827040 -2.2 -0.4 2.5 0.055
H -2.329168 0.415324 -0.579771 1.4 -0.5 -0.8 0.110
```
Positions in Å, forces in eV/Å.